No. 1
{"formula": "C23H25F2N6O2Ru", "method": "the ωB97M-V functional and the def2-TZVPD basis", "species": ["Ru", "F", "F", "O", "O", "N", "N", "N", "N", "N", "N", "C", "C", "C", "C", "C", "C", "C", "C", "C", "C", "C", "C", "C", "C", "C", "C", "C", "C", "C", "C", "C", "C", "C", "H", "H", "H", "H", "H", "H", "H", "H", "H", "H", "H", "H", "H", "H", "H", "H", "H", "H", "H", "H", "H", "H", "H", "H", "H"], "coordinates": [[-0.8667, 0.6954, -0.8018], [-1.5405, -0.3991, -3.2469], [-1.7013, 1.7993, -3.3900], [0.6315, -0.8583, -1.1046], [2.2637, -2.1194, -0.2599], [5.9376, -2.1804, -1.0463], [6.5030, 0.0527, -0.8177], [4.2790, -0.6100, -0.8844], [1.3775, 2.6984, -1.7780], [0.3781, 0.6721, 1.1047], [-2.4959, -0.4059, 0.0857], [-1.8902, 2.2216, 0.0151], [-3.4038, 4.0761, 1.4980], [0.5651, 1.9176, -1.4965], [-3.3479, 0.3798, 0.7368], [-1.9238, 0.7439, -2.5414], [-3.7675, 2.7399, 1.4928], [3.6742, 0.7108, -0.7147], [-1.9071, -2.5821, -0.7783], [-3.0176, 1.8180, 0.7619], [-4.1449, -3.7111, 0.4603], [-1.5470, 3.5755, 0.0430], [-3.9057, -2.3238, 0.5841], [1.4115, -1.2020, -0.1867], [2.7567, 0.0065, 1.5986], [-4.5139, -0.1394, 1.3540], [-2.1667, -3.9204, -0.8819], [-3.2893, -4.4977, -0.2544], [5.5460, -0.8947, -0.9104], [-2.2933, 4.4907, 0.7728], [-4.7808, -1.4674, 1.2875], [-2.7678, -1.7508, -0.0256], [1.3571, -0.4273, 1.1489], [3.4639, 1.0752, 0.7536], [-4.6325, 2.4315, 2.0657], [-5.0219, -4.1326, 0.9369], [7.4214, -0.1546, -1.1695], [-0.6912, 3.9142, -0.5268], [5.2299, -2.8954, -0.9944], [2.7312, 0.6982, -1.2526], [4.4316, 1.2713, 1.2271], [6.2167, 1.0158, -0.8646], [3.3751, -0.8920, 1.6332], [-3.4756, -5.5593, -0.3518], [6.8697, -2.4430, -0.7809], [-1.5012, -4.5441, -1.4646], [1.0009, -1.1573, 1.8805], [-0.1909, 0.7005, 1.9418], [3.5904, -1.3878, -0.7738], [-3.9849, 4.7920, 2.0652], [-2.0102, 5.5366, 0.7735], [-5.1906, 0.5282, 1.8645], [-5.6692, -1.8796, 1.7516], [-3.0142, 0.6691, -2.4349], [-1.0581, -2.1457, -1.2802], [0.8300, 1.5765, 1.0150], [4.2606, 1.4737, -1.2299], [2.6848, 0.3742, 2.6254], [2.9248, 2.0258, 0.7655]], "atomic_forces_ev_per_a": [[0.688, 0.401, -0.165], [0.020, -0.015, 0.002], [0.005, -0.009, -0.005], [-0.089, -0.378, 0.255], [-0.013, -0.071, -0.005], [0.022, 0.004, -0.010], [0.018, 0.005, 0.004], [0.194, 0.038, 0.020], [0.188, -0.171, 0.134], [0.071, -0.005, 0.035], [-0.209, -0.053, -0.044], [-0.287, -0.359, 0.103], [-0.029, -0.035, 0.011], [-0.212, 0.297, -0.177], [0.070, 0.046, -0.058], [-0.185, 0.041, 0.043], [-0.007, 0.055, 0.001], [0.063, 0.030, -0.067], [-0.036, 0.011, 0.013], [0.022, -0.026, 0.043], [-0.002, 0.021, 0.002], [-0.009, 0.072, -0.072], [0.059, -0.022, -0.019], [-0.171, 0.118, -0.039], [0.016, 0.023, 0.042], [-0.020, -0.030, 0.022], [0.002, -0.004, -0.003], [0.009, -0.023, -0.013], [-0.050, 0.059, -0.046], [0.025, -0.016, -0.032], [-0.040, 0.023, 0.014], [-0.022, 0.018, 0.035], [-0.009, -0.027, -0.008], [0.008, 0.009, 0.028], [0.006, 0.017, 0.010], [-0.002, 0.008, 0.004], [-0.002, 0.004, -0.006], [-0.002, -0.001, 0.007], [-0.013, 0.001, -0.010], [-0.065, -0.003, -0.012], [-0.006, 0.013, -0.002], [0.003, -0.002, 0.009], [-0.020, -0.012, 0.019], [0.004, 0.001, 0.001], [-0.006, -0.001, 0.018], [0.000, 0.005, -0.003], [-0.002, -0.028, -0.037], [0.007, -0.023, 0.002], [-0.080, -0.060, 0.010], [0.000, -0.001, 0.001], [-0.003, 0.001, -0.001], [0.010, -0.003, 0.003], [0.007, -0.006, 0.005], [0.005, 0.028, -0.024], [0.032, 0.022, -0.012], [0.024, -0.003, -0.004], [0.030, 0.004, 0.020], [0.024, 0.029, -0.004], [-0.039, -0.017, -0.037]], "fmax_ha_per_bohr": 0.0158, "homo_ev": [-7.707, -7.428], "multiplicity": 2, "s_squared": 0.760, "orbital_gap_ev": [7.56, 7.28], "de_lowest_kj_mol": 0.00}

=====

No. 2
{"formula": "C6H14O", "method": "the ωB97M-V functional and the def2-TZVPD basis", "species": ["O", "C", "C", "C", "C", "C", "C", "H", "H", "H", "H", "H", "H", "H", "H", "H", "H", "H", "H", "H", "H"], "coordinates": [[-1.4946, -4.0414, -0.8263], [2.2676, 0.2358, 0.7330], [0.7310, -1.6906, 0.6946], [-0.2830, 1.4134, -0.7193], [0.8961, -0.3643, 0.6370], [-0.3008, 0.5334, 0.5463], [-1.5558, 2.2946, -0.7486], [2.4128, 1.0498, 0.0190], [-1.2779, 3.3472, -0.8215], [-2.1768, 2.2169, 0.1425], [1.6365, -2.2793, 0.5786], [-0.3582, 1.2273, 1.4017], [-1.2723, 0.0442, 0.5782], [0.5563, 2.0942, -0.8235], [3.0154, -0.5552, 0.6666], [-2.2439, 2.0809, -1.5671], [-0.2822, 0.7115, -1.5570], [-0.2307, -2.1717, 0.7795], [-0.6818, -3.7192, -0.4462], [-1.8997, -3.1867, -0.9171], [2.5419, 0.7592, 1.6495]], "atomic_forces_ev_per_a": [[0.102, 0.002, 0.084], [0.334, 0.349, -0.275], [0.965, 0.571, -0.475], [-1.289, -0.260, 0.022], [-0.838, -0.583, 0.872], [0.421, 1.556, 0.337], [-0.066, 0.290, -0.214], [0.179, -0.439, -0.488], [-0.102, 0.004, -0.095], [0.191, -0.184, 0.276], [-0.254, -0.401, 0.425], [0.320, -0.146, 0.001], [0.167, -0.596, -0.147], [0.384, -0.344, 0.241], [0.082, 0.174, -0.470], [0.228, -0.079, -0.184], [0.131, 0.272, -0.206], [-0.111, 0.053, -0.108], [0.920, -0.517, 0.264], [-1.026, 0.475, -0.427], [-0.738, -0.197, 0.567]], "fmax_ha_per_bohr": 0.0320, "homo_ev": -9.487, "smiles": "C=C(C)CCC.O", "multiplicity": 1, "orbital_gap_ev": 10.31, "de_lowest_kj_mol": 124.20}

=====

No. 3
{"formula": "C18H27N5O3S", "method": "the ωB97M-V functional and the def2-TZVPD basis", "species": ["S", "O", "O", "O", "N", "N", "N", "N", "N", "C", "C", "C", "C", "C", "C", "C", "C", "C", "C", "C", "C", "C", "C", "C", "C", "C", "C", "H", "H", "H", "H", "H", "H", "H", "H", "H", "H", "H", "H", "H", "H", "H", "H", "H", "H", "H", "H", "H", "H", "H", "H", "H", "H", "H"], "coordinates": [[2.3917, -0.3186, 0.1289], [3.2937, -0.3444, 2.6492], [0.7709, -0.5147, 6.4288], [0.5426, 3.1285, -5.0161], [-0.2415, -0.3198, 0.3826], [-0.3095, -0.4645, 4.4486], [2.0447, -0.4288, 4.5478], [-1.4341, -0.4059, 2.4152], [0.4108, 0.8853, -3.2090], [2.1963, -0.3805, 3.1702], [-0.1927, 3.2171, -3.8140], [0.9539, -0.3762, 2.4345], [-2.6411, -0.3625, 0.3298], [-2.0920, -2.5285, -0.9394], [-3.0670, -1.7980, -0.0169], [1.2036, 0.8597, -4.4286], [3.2667, -0.4350, 5.3338], [0.8387, -0.4719, 5.2223], [1.6476, 2.2608, -4.8719], [-1.9715, -1.8886, -2.3181], [-1.3585, -0.3556, 1.0927], [-0.6793, 1.8328, -3.3674], [-1.5722, -0.5106, 5.1607], [-0.2834, -0.4160, 3.0875], [1.1799, 1.0245, -1.9860], [1.7097, -0.3438, -1.5650], [0.9175, -0.3364, 1.0296], [2.5330, -0.6725, -2.1961], [3.8842, -1.2809, 5.0329], [-1.6613, 0.3628, 5.8066], [-1.1067, -2.5655, -0.4713], [2.1311, 2.2215, -5.8492], [2.0184, 1.7321, -2.0638], [-2.4420, -3.5578, -1.0518], [2.9970, -0.5114, 6.3837], [3.8225, 0.4841, 5.1485], [0.4314, 3.6677, -3.0255], [0.9050, -1.0740, -1.5919], [-1.3828, -2.5249, -2.9749], [-3.4146, 0.0956, 0.9461], [0.5049, 1.3792, -1.2049], [-3.1721, -2.3615, 0.9130], [-2.9555, -1.7575, -2.7637], [-2.5108, 0.2089, -0.5878], [-1.3473, 1.4308, -4.1362], [-1.0351, 3.8786, -4.0229], [-4.0474, -1.7534, -0.4958], [-1.4790, -0.9222, -2.2618], [2.3564, 2.6828, -4.1418], [-2.3671, -0.5232, 4.4207], [2.0744, 0.2208, -4.2830], [-1.6078, -1.4047, 5.7826], [0.5767, 0.4241, -5.2128], [-1.2307, 1.9124, -2.4290]], "atomic_forces_ev_per_a": [[0.320, -0.045, -0.746], [0.080, 0.003, 0.301], [-0.082, -0.001, 0.166], [-0.049, -0.022, -0.110], [0.135, 0.017, -0.442], [-0.088, -0.008, 0.084], [0.252, -0.006, 0.003], [-0.139, -0.044, 0.390], [-0.086, 0.043, -0.015], [-0.189, -0.003, 0.069], [-0.257, -0.164, 0.212], [-0.339, 0.014, -0.337], [-0.197, -0.143, 0.037], [-0.184, 0.016, -0.063], [0.195, -0.024, -0.030], [0.020, 0.275, -0.141], [0.257, -0.010, 0.199], [-0.086, -0.004, 0.001], [0.123, -0.315, 0.048], [0.038, -0.153, 0.245], [-0.006, 0.145, 0.178], [0.100, 0.312, -0.151], [-0.315, -0.023, 0.301], [0.441, 0.023, -0.768], [-0.003, -0.162, 0.008], [-0.039, 0.191, 0.539], [-0.086, -0.010, 0.430], [0.055, -0.072, 0.002], [0.003, 0.065, 0.031], [-0.030, -0.057, -0.019], [0.023, -0.123, 0.001], [0.062, -0.025, 0.077], [-0.053, 0.020, 0.051], [0.061, -0.022, 0.048], [0.042, 0.011, -0.128], [0.013, -0.063, 0.022], [-0.051, 0.006, -0.049], [0.026, -0.013, -0.132], [0.065, 0.013, -0.132], [0.027, 0.061, -0.052], [0.106, 0.034, -0.073], [-0.103, 0.007, 0.026], [-0.122, 0.035, -0.111], [-0.008, 0.089, 0.009], [-0.078, 0.082, 0.036], [0.028, 0.000, 0.098], [-0.058, -0.034, 0.041], [0.080, 0.137, -0.084], [-0.028, -0.012, -0.075], [0.052, 0.000, 0.151], [0.040, -0.060, -0.068], [-0.031, 0.060, -0.022], [0.118, -0.020, -0.064], [-0.052, -0.021, 0.008]], "fmax_ha_per_bohr": 0.0172, "homo_ev": -8.244, "smiles": "CCCCc1nc(SCCN2CCOCC2)c2c(=O)n(C)c(=O)n(C)c2n1", "multiplicity": 1, "orbital_gap_ev": 8.42, "de_lowest_kj_mol": 15.66}